No. 1
Here is a molecular structure, C27H21Cl5N7O2Pd from the Open Molecules 2025 dataset. Energies are from wB97M-V/def2-TZVPD.

ORCA input file:
```
! RIJCOSX wB97M-V def2-TZVPD def2/J DEFGRID3
* xyz 1 1
Pd 0.5847 0.4585 0.2687
Cl 0.3434 1.1984 4.1031
C 1.3021 2.1913 3.0638
C 1.3302 1.8927 1.7115
C 2.1428 2.6723 0.9053
Cl 2.2035 2.1186 -0.7427
C 2.8732 3.7590 1.3575
Cl 3.8346 4.6905 0.2862
C 2.8109 4.0520 2.7227
Cl 3.7058 5.3775 3.3407
C 2.0417 3.2597 3.5807
Cl 2.0286 3.5955 5.2627
O -0.8080 -2.1198 6.4528
C -0.1736 -3.3230 6.1077
N 0.8246 -3.0028 5.1197
C 0.6928 -3.3379 3.8206
O -0.1384 -4.0966 3.3758
C 1.7046 -2.6942 2.9067
C 3.0138 -3.1467 2.7580
C 3.8028 -2.5871 1.7647
C 3.2666 -1.6006 0.9499
N 2.0301 -1.1485 1.1182
C 1.2685 -1.6755 2.0726
H -1.4175 -2.2699 7.1825
H -0.8667 -4.0445 5.6535
H 0.3148 -3.7778 6.9842
H 1.4359 -2.2390 5.3708
H 3.4003 -3.9271 3.3957
H 4.8199 -2.9129 1.6137
H 3.8447 -1.1676 0.1425
H 0.2629 -1.2639 2.1828
N -2.7940 3.4456 -9.2245
C -2.6355 3.3083 -8.0990
C -2.4449 3.1219 -6.7076
C -3.5464 3.0909 -5.8537
C -3.3585 2.8867 -4.5022
C -2.0722 2.7212 -3.9951
C -0.9685 2.7766 -4.8431
C -1.1562 2.9694 -6.1971
N -1.8947 2.4832 -2.6197
C -2.6878 2.9347 -1.6001
C -2.1709 2.4241 -0.4450
N -1.0861 1.6631 -0.7493
C -0.9386 1.7177 -2.0561
H -4.5393 3.2252 -6.2546
H -4.2122 2.8382 -3.8443
H 0.0314 2.6866 -4.4470
H -0.3110 3.0144 -6.8651
H -3.5191 3.5852 -1.7647
H -2.5075 2.5531 0.5650
H -0.1765 1.2000 -2.6112
C -0.5168 -4.7765 -1.7805
N -0.6839 -3.4751 -1.2002
C -1.6258 -3.1272 -0.2815
C -1.4297 -1.8031 -0.0139
N -0.3835 -1.3445 -0.7646
C 0.0419 -2.3766 -1.4624
H -1.3393 -4.9944 -2.4661
H -0.5039 -5.5334 -0.9951
H 0.4239 -4.8104 -2.3270
H -2.3384 -3.8290 0.1005
H -1.9782 -1.1566 0.6498
H 0.8428 -2.3497 -2.1771
*
```

## Properties
* gap between HOMO and LUMO (spin up / spin down): 7.640 / 7.634 eV
* energy: -108951.4878 eV
* HOMO level (spin up / spin down): -11.33 / -11.33 eV
* max |F|: 2.207 eV Å⁻¹

=====

No. 2
Here is 2 unconnected molecules or ions with the total composition C6H16NS from the Open Molecules 2025 dataset. Energies are from wB97M-V/def2-TZVPD.

ORCA input file:
```
! RIJCOSX wB97M-V def2-TZVPD def2/J DEFGRID3
* xyz 1 1
C 3.9951 0.8629 0.6463
C -2.5145 0.7626 0.2209
C -1.9577 -1.3632 -0.8858
C -0.9182 -0.9219 1.2108
C 3.1712 0.1536 -0.0534
C -0.3480 0.3854 -0.8497
N -1.4389 -0.3154 -0.0810
S 0.4617 1.8060 -0.2040
H 4.9221 1.3030 0.4059
H 3.5656 1.0842 1.6876
H 0.7372 2.4123 -1.3918
H -3.3435 0.3656 0.8567
H -2.2117 1.6481 0.8251
H -2.8835 1.1547 -0.8106
H -2.4323 -0.8972 -1.8327
H -1.0538 -1.9437 -1.2781
H -2.8335 -1.7932 -0.3953
H -0.1280 -1.5165 0.9767
H -0.5562 -0.1517 1.9131
H -1.6173 -1.5329 1.5905
H 2.2550 -0.4025 0.2989
H 3.4655 -0.1801 -1.1120
H 0.3760 -0.5049 -0.9942
H 1.7287 1.2761 -0.1948
*
```

## Properties
* gap between HOMO and LUMO: 9.024 eV
* energy: -18794.7179 eV
* HOMO level: -11.88 eV
* max |F|: 5.176 eV Å⁻¹
* ΔE to the lowest compared entry with this formula, charge and spin: 137.0 kcal/mol